{"formula": "C35H38N4Tl", "method": "the ωB97M-V functional and the def2-TZVPD basis", "molar_mass_da": 719.10, "multiplicity": 1, "de_lowest_kcal_mol": 0.0, "homo_ev": [-1.82, -1.30], "total_charge": -1, "elements": ["Tl", "N", "N", "C", "C", "C", "C", "H", "H", "H", "C", "C", "H", "H", "H", "C", "C", "H", "H", "H", "C", "H", "H", "H", "C", "H", "H", "H", "C", "H", "C", "H", "C", "H", "C", "H", "C", "C", "H", "C", "C", "H", "C", "H", "N", "C", "C", "C", "H", "C", "C", "H", "H", "H", "C", "H", "C", "C", "H", "H", "H", "C", "H", "H", "H", "N", "C", "C", "C", "C", "C", "C", "C", "H", "H", "H", "H", "H"], "xyz": [[-0.36268, 0.37841, 1.66462], [-0.96468, 1.68990, -0.71982], [1.39620, 1.99562, -2.78504], [-0.23265, -2.37262, -0.80824], [-0.65155, -1.72802, -2.04418], [-1.99632, -1.22634, -1.79636], [-2.77408, -0.45906, -2.77794], [-2.58065, -0.84396, -3.78622], [-2.49542, 0.60458, -2.77433], [-3.84918, -0.52971, -2.57292], [-2.37258, -1.58257, -0.49709], [-3.66753, -1.30105, 0.17289], [-4.22470, -2.23459, 0.36159], [-4.29504, -0.65301, -0.45287], [-3.53338, -0.80212, 1.14799], [-1.29170, -2.30739, 0.10651], [-1.32483, -2.89257, 1.47381], [-1.52261, -2.14228, 2.25784], [-0.37234, -3.38158, 1.71318], [-2.12490, -3.64707, 1.54845], [0.06283, -1.62737, -3.21425], [-0.39249, -1.15807, -4.08397], [1.01778, -2.14070, -3.31034], [1.78073, -0.04632, -3.33354], [1.10227, -2.94732, -0.57000], [1.77857, -2.21819, -0.09477], [1.56365, -3.24047, -1.51950], [1.05590, -3.83067, 0.08358], [-2.04127, 2.08923, -0.00002], [-2.60027, 1.32518, 0.56761], [-2.43941, 3.42607, 0.11780], [-3.09190, 3.70415, 0.94382], [-1.96725, 4.34117, -0.82424], [-2.25029, 5.39339, -0.79290], [-1.14780, 3.85380, -1.83426], [-0.80468, 4.47521, -2.66264], [-0.72054, 2.49443, -1.83585], [0.05146, 2.09206, -3.01511], [-0.35454, 1.40349, -3.75425], [2.17223, 0.88566, -2.94875], [2.19419, 2.95155, -2.09451], [1.84963, 3.95430, -1.91908], [3.27827, 2.30407, -1.65440], [4.08405, 2.65950, -1.03821], [3.19586, 0.96426, -2.06622], [3.83075, -0.16093, -1.47151], [4.20304, -1.23121, -2.30003], [4.65286, -2.41341, -1.70381], [4.92025, -3.26196, -2.34033], [4.80144, -2.51818, -0.31758], [5.34159, -3.77247, 0.30629], [4.53305, -4.42796, 0.66090], [5.97250, -3.53316, 1.17071], [5.93492, -4.33855, -0.42013], [4.41081, -1.44296, 0.48298], [4.50215, -1.52566, 1.56921], [3.89571, -0.26337, -0.06890], [3.39035, 0.80735, 0.84395], [3.98124, 1.72936, 0.77308], [3.47796, 0.46109, 1.88191], [2.33034, 1.05957, 0.67884], [4.15165, -1.14083, -3.78850], [4.40679, -0.14456, -4.16701], [3.17420, -1.44142, -4.19292], [4.88486, -1.84895, -4.19706], [-1.41438, 2.56258, 3.06943], [-2.33809, 2.30252, 3.75036], [-3.43120, 1.96508, 4.59766], [-3.21352, 1.83103, 5.97725], [-4.26696, 1.44798, 6.80898], [-5.53738, 1.21841, 6.26468], [-5.75553, 1.35433, 4.88768], [-4.70570, 1.73699, 4.05042], [-2.21759, 2.02392, 6.38261], [-4.08963, 1.33163, 7.88005], [-6.36452, 0.93633, 6.91860], [-6.74193, 1.16350, 4.45995], [-4.85635, 1.86090, 2.97440]], "mulliken_charge": [0.811, 0.354, 0.339, 1.082, 0.946, -0.089, -1.663, 0.395, 0.041, 0.469, 1.353, -1.368, 0.353, 0.366, 0.152, -0.534, -1.155, 0.188, 0.267, 0.311, -1.717, 0.197, 0.382, 0.006, -1.402, -0.115, 0.433, 0.485, -0.002, 0.462, -0.877, 0.382, -0.682, 0.382, -0.249, 0.404, 0.263, -1.387, 0.366, -0.420, -0.609, 0.465, -0.780, 0.634, 0.456, 0.637, 0.675, -0.862, 0.343, 0.637, -1.507, 0.261, 0.373, 0.383, -0.857, 0.308, 1.477, -1.904, 0.345, 0.383, 0.140, -1.814, 0.331, 0.262, 0.533, -0.714, 0.083, 0.588, -0.593, -0.376, -0.530, -0.509, -0.455, 0.351, 0.333, 0.327, 0.339, 0.316]}


{"formula": "C35H39BrF4N3O4P2", "method": "the ωB97M-V functional and the def2-TZVPD basis", "molar_mass_da": 783.56, "multiplicity": 1, "homo_ev": -10.93, "total_charge": 1, "elements": ["C", "C", "C", "P", "N", "O", "C", "C", "C", "N", "N", "C", "C", "O", "C", "C", "O", "C", "P", "O", "Br", "H", "H", "H", "H", "H", "H", "H", "H", "H", "H", "H", "H", "H", "H", "H", "H", "H", "H", "H", "F", "C", "C", "C", "C", "C", "C", "H", "H", "H", "H", "H", "F", "C", "C", "C", "C", "C", "C", "H", "H", "H", "H", "H", "F", "C", "C", "C", "C", "C", "C", "H", "H", "H", "H", "H", "F", "C", "C", "C", "C", "C", "C", "H", "H", "H", "H", "H"], "xyz": [[3.60362, 2.21881, -1.43819], [2.81010, 1.53772, -2.01581], [1.83158, 0.70802, -2.69508], [2.24658, 0.92632, -4.56775], [3.35263, 1.99007, -4.81522], [2.06738, -0.62067, -2.26689], [1.01394, -1.54125, -2.49145], [0.71483, -2.34079, -1.21660], [-0.24556, -0.93912, -3.11676], [-0.64964, 0.20952, -2.26752], [-1.96146, 0.77449, -2.51006], [-2.55688, 0.41487, -3.81965], [-3.47384, -0.77919, -3.97277], [-2.27478, 1.07183, -4.77345], [-2.88302, 0.55645, -1.37217], [-3.10915, -0.81688, -0.76050], [-3.48044, 1.50511, -0.96585], [0.44411, 1.27694, -2.23863], [-0.12157, 2.87486, -3.12231], [1.30492, 3.60916, -3.20261], [-1.16474, 3.91647, -1.41994], [4.45364, 2.81952, -1.21267], [1.07312, 1.34542, -5.24127], [2.60940, -0.34614, -5.06363], [4.16118, 1.59544, -5.27371], [1.37806, -2.26960, -3.22034], [1.18728, -3.31450, -1.25378], [0.99201, -1.78808, -0.32136], [-0.35864, -2.54015, -1.15641], [-0.98266, -1.73419, -3.11743], [-0.03660, -0.66603, -4.14856], [-0.66643, -0.15248, -1.30924], [-3.32967, -1.54140, -3.21418], [-3.19879, -1.22044, -4.92677], [-4.51405, -0.47322, -4.04239], [-2.92897, -0.72029, 0.30619], [-4.13244, -1.11592, -0.95299], [-2.39793, -1.53646, -1.16754], [0.57096, 1.55270, -1.19252], [1.19288, 4.50451, -3.55146], [-4.75327, -0.20984, 2.01566], [-5.45657, 0.93196, 2.24942], [-6.53343, 0.88992, 3.10873], [-7.24176, 2.05910, 3.34559], [-6.87036, 3.24020, 2.71685], [-5.78463, 3.25553, 1.85221], [-5.06554, 2.09244, 1.61741], [-6.81021, -0.04251, 3.58288], [-8.08506, 2.04729, 4.02211], [-7.42791, 4.14816, 2.90188], [-5.49638, 4.17371, 1.35864], [-4.21288, 2.08104, 0.95644], [3.24914, -3.66668, 3.54828], [2.97513, -2.34893, 3.55298], [2.42531, -1.77694, 4.68370], [2.14635, -0.41669, 4.68070], [2.41082, 0.34840, 3.55237], [2.95860, -0.24591, 2.42424], [3.24823, -1.60356, 2.42409], [2.21926, -2.39123, 5.55001], [1.72304, 0.04662, 5.55762], [2.18823, 1.40736, 3.55563], [3.16182, 0.34704, 1.54083], [3.68308, -2.08340, 1.55636], [5.34035, -0.12392, -4.86127], [5.79113, -1.32266, -4.41829], [6.13298, -1.45348, -3.08841], [6.58827, -2.68291, -2.63446], [6.70232, -3.75237, -3.51273], [6.35587, -3.59536, -4.84765], [5.89068, -2.37172, -5.30822], [6.04350, -0.60405, -2.42372], [6.85586, -2.80525, -1.59377], [7.06248, -4.70770, -3.15612], [6.44910, -4.42609, -5.53358], [5.60950, -2.22952, -6.34359], [0.22267, 1.69218, 5.91842], [-0.97742, 1.21328, 6.31619], [-1.42793, 1.50154, 7.58751], [-2.66235, 1.01025, 7.98594], [-3.41943, 0.23571, 7.11717], [-2.94415, -0.04533, 5.84407], [-1.71451, 0.44979, 5.43439], [-0.81924, 2.10107, 8.25106], [-3.03347, 1.23265, 8.97687], [-4.37971, -0.14826, 7.43366], [-3.53122, -0.65188, 5.16737], [-1.32729, 0.24948, 4.44377]], "mulliken_charge": [-0.117, -1.627, 1.594, 0.313, -0.713, -0.183, 0.275, -1.413, -1.173, 0.456, 0.312, 0.477, -1.249, -0.423, 0.016, -0.912, -0.478, -0.863, 0.179, -0.366, -0.231, 0.529, 0.071, 0.028, 0.346, 0.450, 0.386, 0.390, 0.325, 0.444, 0.278, 0.688, 0.360, 0.371, 0.331, 0.288, 0.376, 0.280, 0.816, 0.361, -0.291, 0.551, -0.448, -0.428, -0.501, -0.563, -0.233, 0.445, 0.386, 0.387, 0.380, 0.365, -0.323, 0.419, -0.663, -0.228, -0.784, -0.193, -0.737, 0.450, 0.492, 0.456, 0.535, 0.564, -0.297, 0.371, -0.284, -0.497, -0.549, -0.362, -0.492, 0.454, 0.396, 0.397, 0.381, 0.442, -0.316, 0.436, -0.583, -0.306, -0.659, -0.271, -0.340, 0.427, 0.372, 0.384, 0.393, 0.470]}


What are the electronic energy values for these records? In order: -47559.9794, -149065.9774 eV.